(w)
Here is a 2-piece molecular cluster, C3H5NO3 overall from the OMol25 dataset. Energies are from ωB97M-V/def2-TZVPD.

Structure (XYZ):
```
12
C3H5NO3, DFT ωB97M-V/def2-TZVPD
C 1.35 1.00 0.06
O 1.01 1.83 0.86
H -2.51 -0.24 1.46
O 0.44 -2.17 -1.26
H -1.58 1.19 0.99
H 1.94 -0.89 -1.69
N 0.81 -0.21 -0.16
C 1.05 -1.17 -1.07
H -2.21 0.03 -0.26
O -0.72 -0.68 0.96
C -1.77 0.14 0.74
H 2.20 1.17 -0.64
```

Calculated values
Orbital gap (spin up / spin down), eV: 8.469 / 8.523
HOMO energy (spin up / spin down), eV: -10.58 / -10.59

***

(x)
Here is one molecule with the formula C3H5NO3 from the OMol25 dataset. Energies are from ωB97M-V/def2-TZVPD.

Structure (XYZ):
```
12
C3H5NO3, DFT ωB97M-V/def2-TZVPD
C 1.12 0.62 -1.09
H 1.64 1.55 -0.80
C 1.11 -0.31 0.26
H 1.14 0.30 1.16
O 0.92 0.27 -2.24
O -2.49 -0.68 0.17
H 1.84 -1.10 0.16
H -0.35 -1.56 -0.67
O -1.20 0.82 1.21
C -1.39 -0.25 0.43
H -2.11 1.12 1.42
N -0.22 -0.80 -0.01
```

Calculated values
SMILES: O=CCNC(=O)O
Orbital gap, eV: 9.830
HOMO energy, eV: -9.37

***

How far above the most stable structure does each one sit? In hartree: (w) 0.1356; (x) 0.0000.

***

(w)
Here is a 2-piece molecular cluster, C3H5NO3 overall from the OMol25 dataset. Energies are from ωB97M-V/def2-TZVPD.

Structure (XYZ):
```
12
C3H5NO3, DFT ωB97M-V/def2-TZVPD
N -3.04 0.29 0.87
C -2.31 -0.45 0.31
O 1.87 -0.81 -0.05
C 2.14 0.33 -0.26
O 3.20 0.86 -0.95
H -0.54 -1.45 -0.11
O 1.42 1.36 0.21
C -1.50 -1.18 -0.41
H 3.40 1.75 -0.56
H -3.30 -0.10 1.69
H -1.83 -1.80 -1.25
H 0.48 1.20 0.52
```

Calculated values
SMILES: O=C(O)O.C=C=N
Orbital gap, eV: 9.645
HOMO energy, eV: -9.23

***

(x)
Here is one molecule with the formula C3H5NO3 from the OMol25 dataset. Energies are from ωB97M-V/def2-TZVPD.

Structure (XYZ):
```
12
C3H5NO3, DFT ωB97M-V/def2-TZVPD
N -0.67 0.83 0.34
C -0.16 -1.95 0.41
H 0.13 2.40 -0.33
C 0.62 0.40 0.02
H -0.02 -3.15 0.77
H 1.07 -0.98 1.48
O -1.29 -1.64 -0.07
H 1.89 -1.39 0.18
C 0.93 -1.02 0.48
H -1.28 -0.03 -0.12
O -0.80 1.95 -0.63
O 1.41 1.29 -0.53
```

Calculated values
SMILES: O=CCC(=O)NO
Orbital gap, eV: 9.598
HOMO energy, eV: -9.79

***

How far above the most stable structure does each one sit? In hartree: (w) 0.0000; (x) 0.0949.

***

(w)
Here is C3H5NO3 as an isolated structure from the OMol25 dataset. Energies are from ωB97M-V/def2-TZVPD.

Structure (XYZ):
```
12
C3H5NO3, DFT ωB97M-V/def2-TZVPD
H 0.22 2.08 0.61
H 0.85 0.83 1.75
O -0.67 0.51 -1.33
H 0.99 -0.62 -1.92
C -0.86 0.24 0.51
C 0.42 -0.18 -1.10
H -0.97 -1.71 -0.49
O -1.92 0.26 1.04
N -0.20 -1.18 -0.09
O 1.32 0.49 -0.23
H 0.39 -1.75 0.50
C 0.43 1.02 0.75
```

Calculated values
Orbital gap, eV: 10.505
HOMO energy, eV: -9.94

***

(x)
Here is a 2-piece molecular cluster, C3H5NO3 overall from the OMol25 dataset. Energies are from ωB97M-V/def2-TZVPD.

Structure (XYZ):
```
12
C3H5NO3, DFT ωB97M-V/def2-TZVPD
O -0.40 1.85 0.43
H 0.80 0.88 -0.59
C 0.91 -0.53 -1.56
C 0.29 -0.91 -0.55
H -0.89 0.30 1.11
C -0.55 -1.53 0.44
H 1.41 -0.51 -2.49
O -0.75 -2.71 0.53
H -1.41 -0.86 2.23
N -1.02 -0.65 1.35
O 0.86 1.88 -0.26
H 0.74 2.78 -0.64
```

Calculated values
Orbital gap, eV: 9.392
HOMO energy, eV: -9.16

***

(y)
Here is one molecule with the formula C3H5NO3 from the OMol25 dataset. Energies are from ωB97M-V/def2-TZVPD.

Structure (XYZ):
```
12
C3H5NO3, DFT ωB97M-V/def2-TZVPD
C 3.16 -0.25 -0.03
H -2.79 0.52 -0.85
O 0.95 -0.23 0.02
H -2.75 0.32 0.99
C -0.24 0.36 0.00
O -1.23 -0.57 0.05
H 4.03 0.26 -0.10
N 2.09 0.47 -0.06
H -3.31 -0.99 -0.33
C -2.53 -0.14 -0.04
O -0.34 1.56 0.05
H 2.96 -1.31 0.32
```

Calculated values
SMILES: C=NOC(=O)OC
Orbital gap, eV: 11.475
HOMO energy, eV: -10.60

***

How far above the most stable structure does each one sit? In hartree: (w) 0.0000; (x) 0.1879; (y) 0.0409.

***

(w)
Here is C26H28BrCdIN6O4 as an isolated structure from the OMol25 dataset. Energies are from ωB97M-V/def2-TZVPD.

Structure (XYZ):
```
67
C26H28BrCdIN6O4, DFT ωB97M-V/def2-TZVPD
C -1.80 -4.30 -3.40
C 3.89 -2.05 1.99
C 2.28 -2.06 -0.19
H -0.16 -4.09 -0.46
H -0.39 3.68 -4.42
H -1.97 3.90 4.89
N 0.41 2.20 -3.22
O -1.02 0.96 -1.97
H 4.50 -2.02 2.87
C -0.51 3.83 1.30
H 1.63 -1.97 -1.06
O -1.02 -3.83 1.93
C -1.14 -2.07 -2.82
C -2.44 -0.96 0.68
C 0.05 3.80 -0.08
C -1.59 5.06 3.12
H -3.01 -0.71 -0.22
H -1.04 3.65 -2.75
C 2.46 0.61 -2.27
C 1.69 2.49 -3.59
H 1.80 3.35 -4.24
H -1.55 0.64 3.77
H -2.01 5.98 3.51
H -1.12 -1.00 -2.98
H -1.05 5.88 1.20
H -2.11 -1.25 3.23
Br 1.98 -0.71 3.57
H -2.70 -3.10 0.25
H -0.06 4.78 -0.57
C -1.03 2.70 3.41
C -1.03 1.47 4.26
C -1.21 -4.74 -2.23
H 3.82 -3.12 -1.22
H -1.23 -5.78 -1.95
C -0.45 2.57 2.06
I -2.66 -2.21 -5.43
H -1.55 2.43 -3.91
C 2.62 -1.48 1.97
C -1.56 3.89 3.88
C 3.50 -2.69 -0.28
N 0.13 1.49 1.65
C -1.77 -2.95 -3.70
O 5.58 -3.22 0.83
H -2.29 -5.00 -4.08
C -0.71 3.04 -3.59
H -0.01 1.09 4.41
N -0.56 -2.50 -1.71
C -0.60 -3.80 -1.41
C -1.05 4.98 1.83
H 3.73 1.97 -3.46
N 1.82 -1.47 0.92
Cd -0.39 -0.11 0.44
H 1.10 3.50 -0.08
C 4.32 -2.66 0.83
H -0.91 -2.29 3.80
C 0.17 1.16 -2.30
N -1.79 -2.20 3.30
N 1.18 0.42 -1.83
H -3.79 -2.48 1.49
H -2.78 -0.28 1.47
C -1.79 -2.89 2.11
O 3.39 -0.13 -1.93
H -0.46 3.05 -0.69
H -1.49 1.67 5.23
H 5.77 -3.51 -0.06
C -2.77 -2.40 1.08
C 2.72 1.75 -3.17
```

Calculated values
Orbital gap, eV: 2.574
Net charge: -2
HOMO energy, eV: 0.82

***

(x)
Here is C26H28BrCdIN6O4 as an isolated structure from the OMol25 dataset. Energies are from ωB97M-V/def2-TZVPD.

Structure (XYZ):
```
67
C26H28BrCdIN6O4, DFT ωB97M-V/def2-TZVPD
N 0.84 -1.30 -1.85
C 0.91 -3.39 -2.96
H -1.16 2.17 -3.77
H -3.83 -2.40 2.96
C 1.61 -0.78 -2.81
N -1.49 -4.62 2.07
N 2.97 -2.82 0.70
C -0.27 2.54 -4.29
C 1.79 -1.28 2.14
N -1.69 2.18 1.12
C 1.64 5.58 -3.02
H 2.63 2.57 0.13
C -2.59 -4.09 2.68
H 1.79 0.29 -2.71
H 2.55 5.78 -1.09
O -2.46 -0.80 1.39
H 1.01 -1.99 1.89
C 1.98 5.13 -1.75
H 3.61 -2.94 -0.07
H -3.15 -4.77 3.31
C 0.86 2.93 -2.07
H -1.85 -6.50 2.85
O 0.35 -4.34 0.80
H -1.85 2.88 4.41
C 1.73 -2.88 -3.95
C 1.20 0.12 2.04
Cd 0.61 0.71 0.04
C -2.97 2.05 0.89
C 0.91 4.70 -3.83
H 1.92 0.88 2.38
C 1.62 3.88 -1.27
H -0.14 -6.00 2.92
N 0.47 1.73 -1.76
C 0.49 -2.58 -1.91
H -0.56 3.05 -5.22
C -1.31 2.48 2.36
H 2.71 -1.09 -4.63
H -0.24 2.55 2.53
O 3.81 -0.73 0.93
C 2.04 3.49 0.12
H 2.08 -3.32 0.62
H 2.07 -3.50 -4.77
H -0.85 -6.48 1.38
H 0.30 1.63 -4.55
C 0.53 3.45 -3.41
H 2.65 4.28 0.57
C -3.56 2.51 3.13
C 2.95 -1.55 1.20
H -0.13 -2.94 -1.11
H -4.08 2.82 4.94
H 0.62 5.01 -4.83
C -0.68 -3.80 1.25
C -1.06 -5.97 2.32
H 0.33 0.15 2.71
H 1.93 6.56 -3.37
H 1.18 3.32 0.78
N -1.04 -2.54 1.00
H -5.01 2.07 1.60
I 0.32 -5.40 -3.01
C -2.14 -1.97 1.59
C 2.08 -1.54 -3.87
C -2.95 -2.82 2.48
C -2.20 2.65 3.41
C -3.97 2.21 1.85
H 2.14 -1.54 3.15
O -4.52 2.65 4.10
Br -3.48 1.64 -0.88
```

Calculated values
Orbital gap, eV: 3.216
Net charge: -2
HOMO energy, eV: 0.41

***

How far above the most stable structure does each one sit? In hartree: (w) 0.0286; (x) 0.0000.

***

(w)
Here is a 2-piece molecular cluster, C5H14O3 overall from the OMol25 dataset. Energies are from ωB97M-V/def2-TZVPD.

Structure (XYZ):
```
22
C5H14O3, DFT ωB97M-V/def2-TZVPD
H 1.07 -1.44 0.74
O 1.55 -3.25 -2.42
H 0.74 -3.41 -1.89
H -2.45 -0.74 -0.76
H -0.34 1.33 -1.84
H 0.02 -1.24 2.18
H 1.71 -1.82 2.37
H 0.25 2.76 0.20
C 1.05 -1.14 1.80
H -3.60 0.64 -0.70
H 2.12 -2.70 -1.85
C 0.59 1.32 1.52
C 0.58 1.71 0.12
H 1.62 1.71 -0.25
H -0.03 -0.14 -0.86
H 1.02 2.14 2.14
C -2.57 0.34 -0.98
O 1.50 0.22 1.79
H -0.41 1.09 1.91
O -1.64 1.19 -0.33
C -0.34 0.93 -0.81
H -2.45 0.50 -2.06
```

Calculated values
SMILES: COCCCOC.O
Orbital gap, eV: 10.196
HOMO energy, eV: -9.63

***

(x)
Here is a 3-piece molecular cluster, C5H14O3 overall from the OMol25 dataset. Energies are from ωB97M-V/def2-TZVPD.

Structure (XYZ):
```
22
C5H14O3, DFT ωB97M-V/def2-TZVPD
H 1.85 0.39 0.24
O 1.52 -3.18 1.63
H -0.03 6.22 2.18
H 1.08 -3.48 0.81
H -0.20 1.84 0.32
C -0.91 -0.76 -1.72
C -0.24 -0.09 -0.52
H -1.86 0.93 0.39
H -0.07 6.23 3.75
C -0.98 1.25 -0.15
H 1.56 0.87 -1.36
H 2.22 -3.87 1.57
O -0.59 -3.01 -0.92
H -0.36 -0.83 0.28
C -0.62 -2.22 -1.82
H -1.98 -0.84 -1.44
C 1.23 0.12 -0.63
H -0.88 -0.17 -2.64
H -1.17 1.74 -1.10
O 0.05 6.80 2.98
H -0.39 -2.62 -2.84
H 1.89 -0.69 -1.01
```

Calculated values
SMILES: CC(C)CC=O.O.O
Orbital gap, eV: 10.624
HOMO energy, eV: -9.98

***

How far above the most stable structure does each one sit? In hartree: (w) 0.0249; (x) 0.0000.

***

(w)
Here is a 4-piece molecular cluster, C4H17NO4 overall from the OMol25 dataset. Energies are from ωB97M-V/def2-TZVPD.

Structure (XYZ):
```
26
C4H17NO4, DFT ωB97M-V/def2-TZVPD
N 1.11 0.38 0.36
H -1.33 -1.72 1.44
H 1.76 0.11 1.09
H -0.14 -1.98 0.01
H -3.07 0.11 -1.32
C -2.65 0.37 -0.35
H 3.14 0.85 -1.34
H 2.43 1.75 -2.40
H -1.63 -3.24 -2.32
O 3.20 1.20 -2.23
O -1.25 -2.39 -2.54
H -3.14 1.33 -0.17
O 0.40 3.09 2.13
C -1.14 0.48 -0.50
C -0.39 -1.47 0.94
C -0.29 0.05 0.70
H -0.64 0.59 1.56
H -0.79 -0.04 -1.40
H -2.98 -0.40 0.32
H 1.30 -0.10 -0.51
O 0.52 -1.96 1.93
H -1.06 -1.85 -1.77
H 1.21 3.34 1.65
H -0.83 1.51 -0.73
H 0.13 2.45 1.45
H 1.41 -1.62 1.75
```

Calculated values
SMILES: CC[C@H](N)CO.O.O.O
Orbital gap, eV: 10.690
HOMO energy, eV: -10.30

***

(x)
Here is a 4-piece molecular cluster, C4H17NO4 overall from the OMol25 dataset. Energies are from ωB97M-V/def2-TZVPD.

Structure (XYZ):
```
26
C4H17NO4, DFT ωB97M-V/def2-TZVPD
O -5.14 5.20 -2.09
O -4.02 2.08 -0.20
H -4.05 2.35 0.72
O 1.93 -0.16 -0.20
H 4.54 -3.16 -0.66
H 4.53 -1.32 -0.54
H -5.83 5.82 -1.89
H 0.61 -1.63 -0.16
H 1.43 1.67 -1.27
H -4.27 2.86 -0.69
C 1.57 -1.42 -0.63
H 2.67 -4.25 0.43
H 0.65 1.47 0.20
H 1.25 -3.83 0.15
C 4.02 -2.22 -0.87
H 1.51 -1.65 -1.69
N 2.16 -3.72 -0.27
H 2.86 -2.22 0.93
H -2.54 0.90 4.71
C 0.97 0.89 -0.67
H -5.00 5.29 -3.03
H -3.26 0.22 5.86
C 2.66 -2.30 -0.13
H 4.02 -2.26 -1.96
O -3.38 0.88 5.18
H 0.09 0.53 -1.22
```

Calculated values
SMILES: COC[C@H](C)N.O.O.O
Orbital gap, eV: 10.020
HOMO energy, eV: -9.39

***

How far above the most stable structure does each one sit? In hartree: (w) 0.0000; (x) 0.0254.